70
Properties=species:S:1:pos:R:3:forces:R:3 method="wB97M-V/def2-TZVPD" total_charge=-1 total_energy_ev=-58840.5989 lumo_ev="2.30 / 2.33"
Y -0.0909 1.7599 -0.4529 0.4 -1.5 0.1
Cl -1.1226 3.9862 -0.2085 -0.3 1.0 0.2
N 1.7697 0.5723 0.8342 1.6 0.7 -0.3
N -1.2822 0.3461 -1.9214 0.3 0.0 0.3
C 2.9922 1.0537 0.7105 -2.4 -0.6 0.3
C -0.9165 0.3996 -3.1911 0.8 1.4 0.8
C 1.9151 -0.8181 1.3594 -0.1 0.4 0.1
C 3.3462 -0.8148 1.8907 0.6 0.4 0.1
C 1.7753 -1.7966 0.2023 0.0 -0.1 -0.3
C 0.9355 -1.1200 2.4727 -0.1 -0.2 0.2
H 2.4885 -1.5528 -0.5986 -0.2 0.0 0.1
H 0.7606 -1.7604 -0.2128 0.3 0.0 0.1
H 1.9739 -2.8153 0.5616 -0.1 0.1 -0.1
H 1.1108 -0.4335 3.3072 -0.1 -0.1 -0.1
H 1.0874 -2.1497 2.8256 0.0 0.2 0.0
H -0.0966 -1.0028 2.1385 0.2 -0.1 0.1
C -2.3225 -0.7189 -1.7902 0.4 0.6 0.1
C -2.3319 -1.3503 -3.1806 0.6 0.2 -1.0
C -3.6644 -0.0721 -1.4839 -0.2 0.0 0.0
C -1.9355 -1.7264 -0.7246 -0.1 -0.3 0.1
H -1.0147 -2.2434 -1.0197 -0.2 0.1 0.1
H -2.7355 -2.4736 -0.6221 0.2 0.1 0.1
H -1.7861 -1.2415 0.2470 0.0 -0.1 -0.2
H -3.9226 0.6331 -2.2852 0.0 -0.1 0.2
H -3.6393 0.4698 -0.5313 0.0 -0.1 -0.2
H -4.4374 -0.8507 -1.4317 0.0 0.2 0.0
O -1.4215 -0.5219 -3.9834 -1.4 -1.8 -1.0
H -3.3097 -1.3254 -3.6789 0.2 0.0 0.2
H -1.9358 -2.3735 -3.2077 -0.1 0.2 0.1
O 3.9638 0.3548 1.2707 0.7 -0.8 0.3
H 3.9434 -1.6887 1.6045 -0.2 0.2 0.1
H 3.3975 -0.6609 2.9757 0.0 -0.1 -0.2
C 3.3610 2.1933 -0.1758 -0.1 -0.2 0.9
C 0.0402 1.3994 -3.7581 -0.7 -0.9 0.2
C 1.4217 1.1283 -3.2125 0.9 -0.8 -1.0
H -0.3222 2.3984 -3.4435 0.3 0.1 0.2
H -0.0051 1.3586 -4.8519 0.0 -0.1 0.2
C 1.7393 1.5394 -1.9357 -1.2 1.8 0.7
C 3.0537 1.6059 -1.5231 1.2 -1.1 -1.5
H -2.3231 2.5999 0.7796 -1.2 -0.2 0.4
C 4.0472 0.9299 -2.2701 -0.5 0.7 0.7
C 3.6749 0.3042 -3.4583 0.0 -0.2 -0.1
C 5.4468 0.8476 -1.7520 0.5 -0.1 0.0
C 2.3753 0.3922 -3.9492 -0.5 0.5 0.2
H 4.4256 -0.2554 -4.0232 -0.2 0.1 0.1
C 1.9812 -0.2782 -5.2276 0.1 -0.2 -0.4
H 2.7618 -0.9791 -5.5410 -0.1 0.1 0.0
H 1.8418 0.4516 -6.0372 0.0 -0.1 0.1
H 1.0400 -0.8336 -5.1208 0.2 0.1 0.0
H 5.9318 1.8332 -1.7422 0.0 -0.1 0.0
H 6.0429 0.1851 -2.3864 0.0 0.1 0.1
H 5.4755 0.4588 -0.7251 0.1 0.1 -0.2
H 4.4072 2.4683 -0.0233 -0.2 0.0 0.0
H 2.7135 3.0481 0.0796 0.2 -0.1 -0.3
O -2.9624 2.0622 1.3515 0.5 0.5 -0.5
C -2.2374 1.1073 1.9248 0.3 -0.6 0.3
O -1.1341 0.7814 1.3933 -0.4 0.6 0.5
C -2.7749 0.4935 3.1225 0.5 0.7 -1.3
C -1.9017 0.1473 4.1715 -0.2 -0.8 0.8
C -2.4125 -0.4204 5.3262 0.7 0.3 -0.5
C -3.7984 -0.6441 5.4350 -0.5 -0.6 1.1
C -4.6708 -0.2971 4.3850 -0.2 0.4 -0.8
C -4.1630 0.2906 3.2370 -0.6 -0.3 1.1
N -4.3204 -1.2188 6.6307 0.3 0.3 -0.8
O -3.5236 -1.5159 7.5524 -0.2 0.1 -0.2
O -5.5562 -1.4068 6.7203 0.2 0.0 0.0
H -0.8365 0.3531 4.0844 -0.3 -0.1 0.0
H -1.7673 -0.6963 6.1556 -0.2 0.1 -0.1
H -5.7343 -0.4889 4.4994 0.3 0.0 0.0
H -4.8318 0.5926 2.4325 0.2 -0.1 0.2